1.
A single C20H14F3N3 molecule at a distorted geometry, computed with ωB97M-V/def2-TZVPD.

XYZ file:
```
40
C20H14F3N3 ωB97M-V/def2-TZVPD
F 4.062 1.211 2.328
C 3.776 0.009 2.919
F 4.581 -0.926 2.332
F 4.167 0.106 4.230
C 2.316 -0.337 2.800
C 1.941 -1.632 2.470
C 0.605 -1.889 2.188
C -0.349 -0.865 2.236
C -1.735 -1.148 1.681
C -2.902 -0.347 2.210
C -3.998 -1.027 2.747
C -5.120 -0.310 3.169
C -5.140 1.085 3.076
C -4.025 1.767 2.573
C -2.937 1.044 2.076
C 0.020 0.362 2.795
C 1.363 0.646 3.033
H 2.685 -2.420 2.393
H 0.298 -2.902 1.913
H -1.933 -2.218 1.817
H -3.953 -2.120 2.794
H -5.984 -0.851 3.560
H -6.023 1.646 3.391
H -3.999 2.856 2.518
H -2.115 1.575 1.592
H -0.724 1.118 3.039
H 1.669 1.629 3.379
C 0.441 -2.733 -2.209
C -0.014 -2.413 -0.921
C -1.063 -1.508 -0.831
C -1.669 -0.958 -1.964
C -1.219 -1.279 -3.255
C -0.146 -2.164 -3.352
N -2.715 -0.137 -1.570
N -2.761 -0.167 -0.261
N -1.776 -0.930 0.239
H 1.268 -3.435 -2.331
H 0.413 -2.829 -0.020
H -1.727 -0.827 -4.105
H 0.253 -2.424 -4.335
```

Results
Electronic energy = -33589.409 eV
Structure (SMILES) = FC(F)(F)c1ccc([C@@H](c2ccccc2)n2nnc3ccccc32)cc1
Gap between HOMO and LUMO = 9.133 eV
LUMO = 0.2 eV
Charge = 0


2.
2 unconnected molecules or ions with the total composition C8H10N3O2 at a distorted geometry, computed with ωB97M-V/def2-TZVPD.

XYZ file:
```
23
C8H10N3O2 ωB97M-V/def2-TZVPD
C -0.603 1.818 1.967
C 2.637 2.251 1.200
C 2.618 2.061 -0.029
C -0.983 -2.175 -1.609
C 0.183 -2.242 -0.559
C 0.397 -1.119 0.422
C -0.879 -0.406 0.940
C -0.838 1.093 0.761
N -0.148 2.143 2.974
N -1.416 1.288 -1.458
N -1.212 1.757 -0.281
O -0.917 -1.263 -2.450
O -1.784 -3.061 -1.525
H 2.221 2.725 2.108
H -1.267 0.296 -1.659
H 2.899 1.848 -0.943
H 0.994 -2.573 -1.154
H -0.053 -3.199 -0.059
H 1.044 -1.354 1.324
H 1.173 -0.322 -0.104
H -1.831 -0.671 0.379
H -1.093 -0.764 2.013
H -1.143 1.868 -2.256
```

Results
Electronic energy = -17020.571 eV
Gap between HOMO and LUMO = 8.223 eV
LUMO = 3.5 eV
Charge = -1
Energy relative to the best compared isomer or geometry (same formula, charge and spin) = 62.6 kcal per mole


3.
2 unconnected molecules or ions with the total composition C4H11NO3 at a distorted geometry, computed with ωB97M-V/def2-TZVPD.

XYZ file:
```
19
C4H11NO3 ωB97M-V/def2-TZVPD
C 1.273 1.387 -1.596
C -0.171 0.907 -1.731
C -0.393 -0.372 -2.561
N -0.789 0.785 -0.398
C -0.285 -0.062 0.524
O -1.024 0.062 1.672
O 0.626 -0.865 0.427
H 1.623 1.851 -2.521
H 1.902 0.557 -1.282
H 1.330 2.194 -0.866
H -0.737 1.676 -2.265
H -0.266 -1.241 -1.908
H 0.209 -0.281 -3.455
H -1.479 -0.492 -2.648
H -1.512 1.378 -0.057
H -0.565 -0.329 2.455
H 1.247 -1.080 2.880
H 0.405 -2.247 2.611
O 0.457 -1.515 3.206
```

Results
Electronic energy = -11959.866 eV
Structure (SMILES) = CC(C)NC(=O)O.O
Gap between HOMO and LUMO = 10.657 eV
LUMO = 0.8 eV
Charge = 0
Energy relative to the best compared isomer or geometry (same formula, charge and spin) = 5.6 kcal per mole


4.
A single C8H10N2O3S molecule at a distorted geometry, computed with ωB97M-V/def2-TZVPD.

XYZ file:
```
24
C8H10N2O3S ωB97M-V/def2-TZVPD
C 0.586 -1.602 -1.668
C 0.437 -0.277 -2.001
C -0.011 -2.014 -0.404
C 0.029 0.705 -1.034
C -0.606 -1.156 0.446
C -0.551 0.244 0.365
C 0.729 1.033 0.378
C 2.035 0.325 0.615
N 0.750 2.494 0.785
N -1.422 -1.717 1.477
O -1.360 -2.939 1.578
O -2.244 -1.006 2.021
O -2.116 2.422 0.107
S -2.226 1.113 0.777
H 0.900 -2.231 -2.552
H 0.898 0.066 -3.053
H 0.022 -3.076 -0.072
H -0.497 1.617 -1.557
H 2.079 -0.647 -0.073
H 2.113 0.195 1.759
H 2.792 1.003 0.316
H 0.519 2.482 1.732
H -0.067 2.911 0.348
H -2.787 0.055 -0.289
```

Results
Electronic energy = -28408.844 eV
Gap between HOMO and LUMO = 7.715 eV
LUMO = -1.2 eV
Charge = 0
Energy relative to the best compared isomer or geometry (same formula, charge and spin) = 165.1 kcal per mole


5.
A molecular structure, C9H14N4O3 at a distorted geometry, computed with ωB97M-V/def2-TZVPD.

XYZ file:
```
30
C9H14N4O3 ωB97M-V/def2-TZVPD
C -2.765 -1.254 0.291
C -2.044 0.185 0.116
C -2.204 -2.231 -0.649
C 0.256 1.395 1.054
C 0.434 2.217 -0.198
C 1.541 0.675 1.445
C 2.181 -0.526 0.561
C 3.258 -0.222 -0.296
C 2.527 -2.332 -0.348
H -4.277 -1.219 -1.231
H -4.746 -0.307 0.350
H -2.625 -1.431 1.319
H -0.856 -2.007 -0.934
H -2.979 -1.745 -1.595
H -2.622 -3.403 -0.297
H -0.565 -0.923 1.297
H -0.102 1.956 2.064
H 2.331 1.359 1.427
H 1.421 0.222 2.358
H 3.691 0.810 -0.508
H 2.278 -3.278 -0.806
H 4.016 -1.575 -1.763
H -1.428 2.495 -0.411
N -4.164 -1.228 0.024
N -0.734 0.167 0.779
N 1.690 -1.730 0.537
N 3.474 -1.452 -0.792
O -2.736 1.185 -0.455
O 1.539 2.390 -0.905
O -0.616 2.837 -0.760
```

Results
Electronic energy = -21656.275 eV
Gap between HOMO and LUMO = 9.131 eV
LUMO = 0.5 eV
Charge = 0
Energy relative to the best compared isomer or geometry (same formula, charge and spin) = 194.3 kcal per mole


Which formula does entry 2 have? C8H10N3O2


Which formula does entry 3 have? C4H11NO3


Please write out number 5 again, unchanged.
A molecular structure, C9H14N4O3 at a distorted geometry, computed with ωB97M-V/def2-TZVPD.

XYZ file:
```
30
C9H14N4O3 ωB97M-V/def2-TZVPD
C -2.765 -1.254 0.291
C -2.044 0.185 0.116
C -2.204 -2.231 -0.649
C 0.256 1.395 1.054
C 0.434 2.217 -0.198
C 1.541 0.675 1.445
C 2.181 -0.526 0.561
C 3.258 -0.222 -0.296
C 2.527 -2.332 -0.348
H -4.277 -1.219 -1.231
H -4.746 -0.307 0.350
H -2.625 -1.431 1.319
H -0.856 -2.007 -0.934
H -2.979 -1.745 -1.595
H -2.622 -3.403 -0.297
H -0.565 -0.923 1.297
H -0.102 1.956 2.064
H 2.331 1.359 1.427
H 1.421 0.222 2.358
H 3.691 0.810 -0.508
H 2.278 -3.278 -0.806
H 4.016 -1.575 -1.763
H -1.428 2.495 -0.411
N -4.164 -1.228 0.024
N -0.734 0.167 0.779
N 1.690 -1.730 0.537
N 3.474 -1.452 -0.792
O -2.736 1.185 -0.455
O 1.539 2.390 -0.905
O -0.616 2.837 -0.760
```

Results
Electronic energy = -21656.275 eV
Gap between HOMO and LUMO = 9.131 eV
LUMO = 0.5 eV
Charge = 0
Energy relative to the best compared isomer or geometry (same formula, charge and spin) = 194.3 kcal per mole


Number 1 is which compound? C20H14F3N3